Entry 1:
H3NP2S in the gas phase in a non-equilibrium geometry. Source: the OMol25 dataset; level of theory: wB97M-V/def2-TZVPD.

Output
**LUMO energy (spin up / spin down)**: 0.37 / -2.76 eV
**⟨S²⟩**: 2.0086
**M**: 111.05 g mol⁻¹
**Relative energy (zero: lowest compared OMol25 entry of this formula, charge and spin)**: 0.895 eV
**Spin multiplicity**: 3
**HOMO level (spin up / spin down)**: -6.6 / -9.2 eV

Each line ends with the natural charge from an NBO analysis.
Element x y z (Å)
N -0.82 -0.26 0.07  -1.179
P -0.37 1.42 0.23  0.513
P 0.63 -1.32 0.10  0.666
S 1.89 0.38 0.24  -0.302
H -1.31 -0.37 -0.82  0.390
H -0.37 1.57 -1.21  -0.045
H 0.35 -1.42 1.38  -0.043

Entry 2:
2 unconnected molecules or ions with the total composition H3NS2 in a non-equilibrium geometry. Source: the OMol25 dataset; level of theory: wB97M-V/def2-TZVPD.

Output
**LUMO energy (spin up / spin down)**: -0.51 / -2.55 eV
**M**: 81.16 g mol⁻¹
**Relative energy (zero: lowest compared OMol25 entry of this formula, charge and spin)**: 3.301 eV
**Spin multiplicity**: 1
**HOMO level (spin up / spin down)**: -10.1 / -8.6 eV

Each line ends with the natural charge from an NBO analysis.
Element x y z (Å)
N -1.95 -0.35 -0.05  -0.774
S 2.88 0.15 -0.13  -0.107
S -0.53 0.40 -0.16  0.357
H -2.19 -0.17 0.91  0.319
H 2.23 0.03 0.95  0.077
H -0.43 -0.06 -1.52  0.128

Entry 3:
2 unconnected molecules or ions with the total composition H3O2PS in a non-equilibrium geometry. Source: the OMol25 dataset; level of theory: wB97M-V/def2-TZVPD.

Output
**LUMO energy**: -0.22 eV
**M**: 98.06 g mol⁻¹
**SMILES**: O=PO.S
**Relative energy (zero: lowest compared OMol25 entry of this formula, charge and spin)**: 1.038 eV
**Spin multiplicity**: 1
**HOMO level**: -9.8 eV

Each line ends with the natural charge from an NBO analysis.
Element x y z (Å)
O -2.15 -1.16 0.51  -1.021
O -1.88 1.26 0.36  -1.013
P -2.60 -0.03 -0.35  1.522
S 2.54 -0.23 0.09  -0.292
H 2.64 -1.36 -0.68  0.149
H -1.40 1.13 1.15  0.511
H 2.85 0.38 -1.08  0.143

Entry 4:
2 unconnected molecules or ions with the total composition H3PS2 in a non-equilibrium geometry. Source: the OMol25 dataset; level of theory: wB97M-V/def2-TZVPD.

Output
**LUMO energy (spin up / spin down)**: -1.17 / -0.12 eV
**M**: 98.13 g mol⁻¹
**Relative energy (zero: lowest compared OMol25 entry of this formula, charge and spin)**: 3.440 eV
**Spin multiplicity**: 1
**HOMO level (spin up / spin down)**: -9.6 / -8.0 eV

Each line ends with the natural charge from an NBO analysis.
Element x y z (Å)
P 0.03 -0.81 -0.27  0.301
S 2.13 -0.31 -0.40  -0.313
S -0.25 -0.68 1.78  -0.300
H -2.25 1.40 -1.39  -0.001
H 1.86 0.51 -1.43  0.150
H -1.52 -0.11 1.71  0.163

Entry 5:
2 unconnected molecules or ions with the total composition H3S3 in a non-equilibrium geometry. Source: the OMol25 dataset; level of theory: wB97M-V/def2-TZVPD.

Output
**LUMO energy (spin up / spin down)**: 0.05 / -2.55 eV
**⟨S²⟩**: 0.7541
**M**: 99.22 g mol⁻¹
**Relative energy (zero: lowest compared OMol25 entry of this formula, charge and spin)**: 0.454 eV
**Spin multiplicity**: 2
**HOMO level (spin up / spin down)**: -9.1 / -9.0 eV

Each line ends with the natural charge from an NBO analysis.
Element x y z (Å)
S 2.23 -0.34 0.15  0.033
H 1.41 -0.20 1.21  0.123
S -2.04 0.36 -0.33  -0.367
S 0.91 -0.42 -1.39  -0.052
H -1.85 0.21 1.01  0.133
H -0.66 0.39 -0.65  0.131

Entry 6:
20 unconnected molecules or ions with the total composition H40O20 in a non-equilibrium geometry. Source: the OMol25 dataset; level of theory: wB97M-V/def2-TZVPD.

Output
**LUMO energy**: 0.02 eV
**M**: 360.30 g mol⁻¹
**Relative energy (zero: lowest compared OMol25 entry of this formula, charge and spin)**: 0.344 eV
**Spin multiplicity**: 1
**HOMO level**: -11.0 eV

Each line ends with the natural charge from an NBO analysis.
Element x y z (Å)
O 8.52 7.64 14.40  -0.972
H 9.40 7.29 14.51  0.503
H 8.68 8.57 14.33  0.483
O 7.79 5.79 10.31  -0.979
H 7.70 5.41 11.18  0.510
H 7.73 5.03 9.68  0.462
O 11.79 5.98 12.26  -0.978
H 11.54 5.37 11.54  0.488
H 11.93 6.82 11.82  0.513
O 9.54 13.18 9.54  -0.972
H 9.92 12.78 10.32  0.500
H 9.90 12.68 8.81  0.466
O 6.53 8.27 9.51  -0.994
H 6.09 8.59 10.31  0.504
H 7.20 7.62 9.81  0.511
O 11.45 8.64 15.98  -0.988
H 11.17 9.45 15.51  0.505
H 12.11 8.93 16.61  0.472
O 10.30 9.57 8.71  -1.013
H 11.12 9.60 8.19  0.497
H 9.58 9.46 8.10  0.521
O 6.93 12.34 10.85  -0.982
H 7.66 12.36 10.21  0.509
H 6.25 12.95 10.54  0.490
O 7.87 9.49 7.49  -1.017
H 7.28 9.06 8.16  0.522
H 7.39 10.10 6.92  0.483
O 6.33 4.16 14.56  -0.974
H 7.08 4.24 15.18  0.518
H 6.29 3.29 14.19  0.480
O 10.67 5.82 14.74  -1.008
H 11.31 6.41 15.18  0.504
H 10.96 5.88 13.80  0.514
O 10.61 10.79 14.22  -0.986
H 9.61 10.80 14.16  0.487
H 10.86 10.83 13.27  0.508
O 11.11 4.30 9.17  -0.942
H 10.59 3.65 9.65  0.470
H 10.37 4.80 8.70  0.473
O 10.15 11.08 11.16  -1.035
H 10.19 10.65 10.26  0.508
H 9.30 10.78 11.54  0.503
O 7.76 10.41 12.43  -1.047
H 7.03 9.73 12.46  0.517
H 7.48 11.24 12.04  0.507
O 7.06 6.02 12.78  -1.054
H 6.68 5.38 13.44  0.508
H 7.53 6.69 13.35  0.511
O 11.97 7.66 9.93  -0.984
H 11.47 8.43 9.60  0.498
H 11.64 6.89 9.40  0.476
O 8.47 5.18 16.22  -0.981
H 8.19 5.97 16.59  0.473
H 9.07 5.40 15.47  0.506
O 5.71 8.38 12.39  -0.992
H 6.00 7.46 12.42  0.510
H 5.34 8.47 13.27  0.480
O 12.96 9.86 7.42  -0.965
H 12.94 10.78 7.67  0.483
H 13.83 9.50 7.46  0.494